(1)
{"formula": "C3H4N4O", "method": "the ωB97M-V functional and the def2-TZVPD basis", "elements": ["C", "C", "C", "N", "N", "N", "N", "O", "H", "H", "H", "H"], "positions_angstrom": [[-1.1581, 0.1066, -0.5818], [-2.0116, 0.1148, 1.2647], [2.0193, -0.5591, 0.5485], [-1.6533, 0.9358, 0.2673], [-1.8848, -1.1548, 0.9931], [1.8937, 0.7991, -1.4323], [2.2521, 0.1074, -0.4259], [-1.2536, -1.1727, -0.2060], [-0.6850, 0.4581, -1.5624], [-2.6092, 0.3918, 2.0865], [2.4702, -1.3695, 0.8849], [2.6202, 1.3426, -1.8367]], "charge": 0, "multiplicity": 1, "lumo_energy_ev": [0.12, 0.12], "relative_energy_kj_mol": 530.80}

---

(2)
{"formula": "C34H31IN11PRuS", "method": "the ωB97M-V functional and the def2-TZVPD basis", "elements": ["Ru", "I", "C", "C", "C", "C", "C", "C", "C", "C", "C", "P", "C", "C", "C", "C", "C", "C", "C", "C", "C", "C", "C", "C", "C", "H", "H", "H", "H", "H", "H", "H", "H", "H", "H", "H", "H", "H", "H", "H", "H", "N", "C", "N", "C", "N", "C", "C", "N", "C", "C", "N", "H", "H", "H", "H", "H", "C", "C", "N", "N", "C", "S", "N", "N", "H", "H", "H", "H", "H", "H", "N", "C", "C", "C", "N", "H", "H", "H", "H"], "positions_angstrom": [[0.2256, -0.0510, -0.0585], [-1.1335, -2.3914, -0.2129], [-1.1952, -3.5191, -1.9572], [-1.6253, -4.7893, -1.7062], [-1.8707, -5.6530, -2.7919], [-1.7090, -5.1793, -4.0561], [-1.2867, -3.8497, -4.3035], [-1.2252, -3.3933, -5.6419], [-0.9279, -2.0979, -5.9142], [-0.5953, -1.2293, -4.8575], [-0.5343, -1.6366, -3.5409], [0.3055, -0.3604, -2.5083], [-0.3399, 1.1552, -3.2488], [0.5087, 2.0522, -3.8959], [-0.0182, 3.1762, -4.5188], [-1.3857, 3.4126, -4.4881], [-2.2340, 2.5211, -3.8404], [-1.7155, 1.3863, -3.2316], [2.0537, -0.5363, -3.0227], [3.0796, -0.7955, -2.1241], [4.3904, -0.9743, -2.5473], [4.6997, -0.8988, -3.8939], [3.6890, -0.6432, -4.8114], [2.3832, -0.4720, -4.3852], [-0.9726, -2.9646, -3.2318], [-1.7956, -5.1429, -0.6972], [-2.2100, -6.6623, -2.6060], [-1.9195, -5.8127, -4.9085], [-1.4594, -4.0898, -6.4377], [-0.9311, -1.7241, -6.9290], [-0.3819, -0.2044, -5.1197], [1.5779, 1.8831, -3.9148], [0.6404, 3.8631, -5.0354], [-1.7954, 4.2807, -4.9889], [-3.3018, 2.6985, -3.8313], [-2.3878, 0.6760, -2.7691], [2.8636, -0.8599, -1.0799], [5.1718, -1.1691, -1.8228], [5.7176, -1.0432, -4.2316], [3.9154, -0.5840, -5.8678], [1.6329, -0.2823, -5.1356], [3.5665, -2.2801, 1.6045], [2.5526, -2.2941, 0.7513], [1.8675, -1.1624, 0.8930], [2.5457, -0.5034, 1.8793], [3.5850, -1.1458, 2.3380], [2.0391, 0.7760, 2.3762], [2.6531, 1.5113, 3.3792], [2.1354, 2.6526, 3.8217], [1.0127, 3.0605, 3.2370], [0.4051, 2.3530, 2.2076], [0.9135, 1.1956, 1.7814], [4.2719, -2.9887, 1.7576], [2.3375, -3.1040, 0.0712], [3.5811, 1.1689, 3.8227], [0.5717, 3.9807, 3.6019], [-0.4933, 2.7111, 1.7236], [-3.6024, -1.1033, 4.4307], [-3.5570, -0.3550, 3.1521], [-4.5352, 0.2818, 2.5998], [-4.0063, 0.7901, 1.4468], [-2.7312, 0.4927, 1.2591], [-1.7972, 1.0470, -0.0903], [-2.4224, -0.2526, 2.3466], [-1.1501, -0.7637, 2.6022], [-4.5984, -0.9999, 4.8541], [-2.8781, -0.7097, 5.1455], [-3.4039, -2.1651, 4.2734], [-4.5965, 1.3335, 0.8342], [-1.2471, -1.7309, 2.8949], [-0.7337, -0.2414, 3.3674], [0.4624, 2.8858, -0.8888], [1.3285, 3.8951, -0.9923], [2.5989, 3.3729, -0.8492], [2.4014, 2.0114, -0.6743], [1.0940, 1.7026, -0.7080], [-0.5391, 2.9346, -0.9983], [0.9857, 4.9030, -1.1714], [3.5345, 3.9064, -0.8752], [3.1378, 1.2400, -0.5318]], "charge": 3, "multiplicity": 2, "lumo_energy_ev": [-8.65, -9.97], "s_squared": 0.76, "relative_energy_kj_mol": 74.31}

---

(3)
{"formula": "C4H8O2", "method": "the ωB97M-V functional and the def2-TZVPD basis", "elements": ["C", "C", "O", "C", "O", "C", "H", "H", "H", "H", "H", "H", "H", "H"], "positions_angstrom": [[1.4864, -0.7302, 0.2210], [1.1102, 0.3311, 0.9425], [1.3331, 1.6253, 0.6281], [-0.5839, 0.0489, -0.9705], [-0.2851, 1.1506, -1.4002], [-1.7073, -0.2341, -0.0108], [1.1927, -1.7349, 0.5135], [2.0544, -0.6281, -0.7001], [-0.1158, -0.8646, -1.3754], [0.5263, 0.2073, 1.8545], [1.0085, 1.7928, -0.2816], [-2.5558, -0.5068, -0.6466], [-1.9768, 0.6341, 0.5932], [-1.4869, -1.0915, 0.6322]], "smiles": "C=CO.CC=O", "charge": 0, "multiplicity": 1, "lumo_energy_ev": 0.93, "relative_energy_kj_mol": 213.70}

---

(4)
{"formula": "C24H22N10O4V", "method": "the ωB97M-V functional and the def2-TZVPD basis", "elements": ["V", "N", "C", "C", "O", "N", "C", "C", "O", "O", "H", "H", "H", "H", "H", "H", "C", "N", "C", "N", "C", "N", "C", "C", "C", "C", "C", "C", "C", "N", "N", "C", "O", "C", "C", "C", "C", "C", "C", "N", "C", "N", "C", "N", "C", "H", "H", "H", "H", "H", "H", "H", "H", "H", "H", "H", "H", "H", "H", "H", "H"], "positions_angstrom": [[-2.5454, -0.1749, 1.8777], [-2.9897, 1.9411, 2.5490], [-2.8097, 1.9679, 4.0362], [-3.1394, 0.6097, 4.6807], [-3.5677, 0.5870, 5.8343], [-2.8789, -0.3975, 3.8591], [-3.3188, -1.7512, 4.1350], [-3.6458, -2.4609, 2.8045], [-3.6555, -3.6704, 2.7228], [-3.8629, -1.6480, 1.7726], [-3.9868, 2.0066, 2.3616], [-2.5868, 2.7764, 2.1384], [-1.7636, 2.2088, 4.2366], [-3.4254, 2.7367, 4.5016], [-2.5435, -2.3478, 4.6229], [-4.1947, -1.7775, 4.7901], [-2.4890, -1.5752, -3.5730], [-2.5768, -0.7586, -2.3796], [-2.4773, -1.1407, -1.1098], [-2.4894, -0.0793, -0.3215], [-2.6110, 0.9529, -1.1994], [-2.6655, 0.5904, -2.4568], [-1.1125, -1.5729, -4.1999], [-0.9577, -2.1705, -5.4451], [0.2806, -2.1886, -6.0675], [1.3747, -1.6016, -5.4546], [1.2219, -1.0049, -4.2073], [-0.0164, -0.9927, -3.5759], [2.4003, -0.3610, -3.6110], [3.5068, -0.0806, -4.1950], [4.3164, 0.5303, -3.2227], [3.6129, 0.5748, -2.1521], [2.3703, 0.0434, -2.3113], [4.0155, 1.1234, -0.8491], [5.1960, 1.8563, -0.7919], [5.6194, 2.3735, 0.4212], [4.8723, 2.1556, 1.5683], [3.6956, 1.4180, 1.5141], [2.9390, 1.1749, 2.8018], [1.6568, 0.5316, 2.5966], [0.4865, 1.0851, 2.2836], [-0.4033, 0.1441, 2.0316], [0.3097, -1.0037, 2.2115], [1.5584, -0.8178, 2.5549], [3.2630, 0.9025, 0.2989], [-3.2314, -1.1966, -4.2740], [-2.7896, -2.5838, -3.2865], [-2.4312, -2.1693, -0.7876], [-2.6660, 1.9868, -0.9012], [-1.8132, -2.6203, -5.9362], [0.3940, -2.6551, -7.0368], [2.3458, -1.5940, -5.9296], [-0.1267, -0.5079, -2.6145], [5.7681, 2.0122, -1.6959], [6.5344, 2.9482, 0.4705], [5.2106, 2.5605, 2.5156], [2.7600, 2.1091, 3.3348], [3.5012, 0.5206, 3.4666], [0.3258, 2.1506, 2.2440], [-0.1229, -1.9864, 2.1054], [2.3584, 0.3111, 0.2433]], "charge": 0, "multiplicity": 4, "lumo_energy_ev": [-0.39, -0.39], "s_squared": 3.76, "relative_energy_kj_mol": 0.00}

---

(5)
{"formula": "C4H9NO", "method": "the ωB97M-V functional and the def2-TZVPD basis", "elements": ["C", "C", "C", "H", "H", "H", "H", "H", "H", "C", "N", "O", "H", "H", "H"], "positions_angstrom": [[1.7255, 0.0674, 0.4591], [3.0750, -0.1767, -0.1464], [3.2695, -0.8474, -1.2712], [1.7277, 0.4953, 1.4557], [1.1573, -0.8683, 0.5584], [1.1073, 0.6890, -0.1944], [3.9311, 0.2796, 0.3414], [4.2783, -1.0684, -1.6144], [2.5038, -1.4194, -1.7805], [-2.5074, 0.4883, 0.6418], [-2.0187, 0.2930, -0.6240], [-3.6035, 0.1702, 1.0213], [-1.7697, 1.0309, 1.2633], [-2.5505, -0.2938, -1.2474], [-1.0116, 0.1988, -0.6431]], "smiles": "C=CC.NC=O", "charge": 0, "multiplicity": 1, "lumo_energy_ev": 0.85, "relative_energy_kj_mol": 144.80}

---

(6)
{"formula": "C2H5BrO2S", "method": "the ωB97M-V functional and the def2-TZVPD basis", "elements": ["C", "C", "O", "O", "S", "Br", "H", "H", "H", "H", "H"], "positions_angstrom": [[1.2771, 0.1500, 0.1406], [0.6555, -0.9300, 0.7729], [1.3465, -2.1171, 1.1284], [-0.5168, -0.8872, 1.4913], [-1.8091, 1.5343, -1.1152], [-0.3161, 1.8381, -2.6698], [2.1154, 0.0176, -0.4873], [0.6899, 1.0616, -0.0401], [-3.3122, 1.8121, -2.0811], [0.7007, -2.3964, 1.7284], [-0.8309, -0.0831, 1.1318]], "charge": 0, "multiplicity": 1, "lumo_energy_ev": -1.03, "relative_energy_kj_mol": 217.49}